No. 1
Below is a cluster of 2 separate species, C4H13NOS in total, with properties calculated with ωB97M-V/def2-TZVPD.

The geometry in XYZ format:
```
20
Properties=species:S:1:pos:R:3
C 0.5325 0.1543 2.2113
S -0.0268 -1.4834 1.6499
C -0.0565 -1.1888 -0.1506
C -1.3347 -0.4923 -0.6097
C -1.2459 -0.0795 -2.0681
N -0.4073 1.1201 -2.1939
H 0.2019 0.9494 1.5552
H 0.0513 0.3130 3.1707
H 1.6070 0.1491 2.3266
H 0.7987 -0.5636 -0.3810
H 0.0860 -2.1575 -0.6241
H -2.1778 -1.1546 -0.4152
H -1.4937 0.3921 0.0192
H -2.2404 0.0666 -2.5120
H -0.7366 -0.8584 -2.6392
H -0.9092 1.9331 -1.8541
H -0.2222 1.2686 -3.1784
O 2.1617 2.5504 -0.3090
H 1.2770 2.4755 0.0551
H 2.3395 1.7065 -0.7316
```

## Properties
multiplicity: 1
lowest unoccupied orbital energy: 0.8862 eV
relative energy (zero: lowest compared OMol25 entry of this formula, charge and spin): 0.444 eV
HOMO: -8.51 eV
charge: 0
total energy: -18731.5672 eV

---

No. 2
Below is a cluster of 2 separate species, C4H13NOS in total in a non-equilibrium geometry, with properties calculated with ωB97M-V/def2-TZVPD.

The geometry in XYZ format:
```
20
Properties=species:S:1:pos:R:3
C 1.0333 -1.0716 -1.7906
C 0.4162 -1.5103 -0.4626
N -0.2436 -0.4630 0.2972
C 0.2075 0.9346 0.2667
C -0.5831 1.8316 -0.6485
S -2.2350 2.1734 0.0584
H 1.8134 -0.3223 -1.6428
H 0.2920 -0.5585 -2.4227
H 1.4998 -1.9196 -2.2920
H -0.3492 -2.2247 -0.7438
H 1.1854 -1.9841 0.1356
H -1.2458 -0.5460 0.3350
H 0.1611 1.3022 1.3099
H 1.2769 0.9145 0.0531
H -0.8658 1.3125 -1.5569
H -0.0711 2.7650 -0.8620
H -1.7789 2.6044 1.2412
O -0.2682 -1.4431 3.0001
H 0.0252 -0.7545 3.6184
H -0.2699 -1.0404 2.1062
```

## Properties
multiplicity: 1
lowest unoccupied orbital energy: 0.8116 eV
relative energy (zero: lowest compared OMol25 entry of this formula, charge and spin): 0.685 eV
HOMO: -9.02 eV
charge: 0
total energy: -18731.3259 eV

---

No. 3
Below is a cluster of 2 separate species, C4H13NOS2 in total in a non-equilibrium geometry, with properties calculated with ωB97M-V/def2-TZVPD.

The geometry in XYZ format:
```
21
Properties=species:S:1:pos:R:3
C 1.6848 1.2942 1.0861
O 1.9979 -0.0833 0.9888
C 0.4432 1.6151 0.2490
N 0.3477 3.0554 0.0951
H 1.5173 1.5430 2.1456
H 2.5039 1.9057 0.7152
H 2.9478 -0.1873 0.9824
H 0.5812 1.1880 -0.7216
H -0.4456 1.1882 0.7423
H 0.1256 3.4778 0.9815
H -0.4207 3.2670 -0.5193
C -2.4777 -0.5918 -0.9827
S -1.0934 -1.0360 -2.0688
S -0.9080 -3.1502 -1.5831
C 0.2091 -3.0061 -0.1610
H -3.1544 -1.4397 -0.9027
H -2.1266 -0.2974 0.0010
H -3.0174 0.2423 -1.4242
H -0.2435 -2.4094 0.6062
H 0.3635 -4.0105 0.2354
H 1.1656 -2.5651 -0.4652
```

## Properties
multiplicity: 2
lowest unoccupied orbital energy (spin up / spin down): 3.2042 / 3.1469 eV
relative energy (zero: lowest compared OMol25 entry of this formula, charge and spin): 0.235 eV
HOMO (spin up / spin down): 0.43 / -3.78 eV
charge: -1
total energy: -29565.8104 eV

---

No. 4
Below is a cluster of 2 separate species, C4H13NOS2 in total in a non-equilibrium geometry, with properties calculated with ωB97M-V/def2-TZVPD.

The geometry in XYZ format:
```
21
Properties=species:S:1:pos:R:3
C 3.1316 1.8572 0.6400
N 1.8104 1.4921 1.1764
C 0.7414 1.9915 0.2932
C 0.5895 1.1349 -0.9623
C 0.0134 -0.2393 -0.6637
S -1.8015 -0.0750 -0.6570
S -2.5807 -1.9235 -0.5279
H 3.9322 1.2326 1.0349
H 3.3696 2.8931 0.8520
H 3.1564 1.6970 -0.4425
H 1.7321 2.0267 2.0339
H 1.0071 2.9958 -0.0663
H -0.2074 2.0824 0.8227
H -0.1359 1.6932 -1.5589
H 1.4546 1.1014 -1.6348
H 0.3065 -1.0295 -1.3373
H 0.3140 -0.5211 0.3452
H -2.3283 -2.4205 -1.7548
O 2.2458 -2.0717 1.6880
H 2.0671 -2.2928 2.6014
H 2.3883 -1.1487 1.4562
```

## Properties
multiplicity: 1
lowest unoccupied orbital energy: 0.7730 eV
relative energy (zero: lowest compared OMol25 entry of this formula, charge and spin): 0.909 eV
HOMO: -8.64 eV
charge: 0
total energy: -29566.4746 eV

---

No. 5
Below is a cluster of 2 separate species, C4H13NOS2 in total in a non-equilibrium geometry, with properties calculated with ωB97M-V/def2-TZVPD.

The geometry in XYZ format:
```
21
Properties=species:S:1:pos:R:3
C 2.2135 -2.1193 -2.4502
N 0.9253 -1.5192 -2.0458
C 1.1009 -1.0121 -0.6362
C 0.1747 0.2100 -0.5307
C -1.1142 -0.2049 0.1667
S -1.3780 0.7077 1.8105
S 0.4450 1.0226 2.7685
H 2.6295 -2.9991 -1.9320
H 2.9954 -1.3500 -2.4764
H 2.2569 -2.4552 -3.4887
H 0.2948 -2.3317 -2.0716
H 2.1201 -0.6800 -0.4398
H 0.8992 -1.7190 0.1675
H 0.6118 1.1218 -0.0055
H -0.0005 0.7211 -1.4896
H -1.9996 0.0541 -0.4276
H -1.1906 -1.3050 0.2367
H 0.6217 -0.3260 3.0963
O -1.6049 1.1875 -3.0101
H -1.0789 0.3819 -3.0463
H -1.2004 1.9149 -3.4771
```

## Properties
multiplicity: 1
lowest unoccupied orbital energy: 0.5706 eV
relative energy (zero: lowest compared OMol25 entry of this formula, charge and spin): 1.662 eV
HOMO: -8.74 eV
charge: 0
total energy: -29565.7213 eV

---

No. 6
Below is a cluster of 2 separate species, C4H13NS in total, with properties calculated with ωB97M-V/def2-TZVPD.

The geometry in XYZ format:
```
19
Properties=species:S:1:pos:R:3
C 2.3093 0.0349 0.6036
C 1.6365 1.1516 1.3499
N 2.1234 1.2494 2.7470
H 3.3857 0.1976 0.5187
H 1.8567 -0.1169 -0.3739
H 2.1279 -0.8952 1.1370
H 0.5476 1.0359 1.3573
H 1.7346 2.1005 0.8323
H 2.5317 2.1686 2.8875
H 2.9409 0.6475 2.8223
C -0.7196 -1.8082 -1.1300
S -1.4810 -0.2424 -0.6229
C -2.5337 0.0514 -2.0419
H -1.4449 -2.6209 -1.1116
H -0.2280 -1.6638 -2.0942
H 0.0544 -2.0250 -0.3930
H -3.3118 -0.6942 -2.1326
H -1.9702 0.1736 -2.9637
H -3.0230 1.0090 -1.8734
```

## Properties
multiplicity: 1
lowest unoccupied orbital energy: 1.0254 eV
relative energy (zero: lowest compared OMol25 entry of this formula, charge and spin): 0.317 eV
HOMO: -8.57 eV
charge: 0
total energy: -16683.7738 eV